1.
46
Properties=species:S:1:pos:R:3 method="wB97M-V/def2-TZVPD" homo_ev=-7.69
C -2.380 0.524 -6.250
H -3.139 0.759 -5.669
C -1.286 -0.478 -5.779
C -0.648 0.213 -4.397
H 0.275 -0.273 -4.004
H -0.281 1.246 -4.430
O -1.801 0.339 -3.175
C -1.296 0.995 -2.312
O -0.332 1.663 -2.117
C -2.575 0.950 -1.326
H -2.792 -0.354 -1.080
H -3.311 1.299 -1.658
S -2.128 1.969 0.221
C -0.616 1.230 0.712
C 0.232 0.230 0.388
C -0.466 -0.831 -0.267
N -0.774 -1.574 -1.012
C 1.441 -0.009 1.030
C 1.501 -1.244 1.846
C 1.989 -2.436 1.764
C 2.170 -3.402 2.632
C 1.330 -3.365 3.977
C 0.760 -2.158 4.134
C 0.678 -1.073 3.320
O 0.447 0.070 3.305
C -0.338 0.494 4.602
H -0.615 1.737 4.672
H 0.455 0.214 5.399
H -1.279 -0.096 5.019
H 0.220 -1.891 5.075
H 1.455 -4.140 4.508
H 2.681 -4.310 2.375
H 2.557 -2.539 0.727
H 2.151 -0.268 0.157
C 2.146 1.305 1.551
C 2.697 1.792 0.359
N 3.355 2.574 -0.539
C 0.921 2.153 2.277
O 1.469 2.883 3.113
N -0.100 2.109 1.710
H -0.871 3.056 1.909
H 2.767 0.882 2.420
H -0.448 -0.585 -6.205
H -1.752 -1.234 -5.277
H -1.709 1.404 -6.443
H -2.759 0.168 -7.264


2.
46
Properties=species:S:1:pos:R:3 method="wB97M-V/def2-TZVPD" smiles="CCOC(=O)[C@]1(C#N)[C@@H]2C=CC(C(C)=O)=CN2[C@@H](C(N)=O)[C@@H]1c1ccsc1" homo_ev=-8.44
C -5.954 0.366 0.103
C -5.023 -0.262 1.144
O -3.649 0.012 0.728
C -2.705 -0.369 1.656
O -2.985 -0.957 2.697
C -1.236 0.141 1.494
C -1.157 1.327 2.370
N -1.116 2.317 2.963
C -0.880 0.613 0.057
C -1.368 0.012 -1.228
C -0.606 -0.146 -2.345
C 0.810 0.236 -2.315
C 1.619 0.269 -3.536
C 0.948 0.191 -4.883
O 2.825 0.428 -3.459
C 1.414 0.461 -1.097
N 0.617 0.419 0.078
C 1.112 -0.415 1.193
C 2.103 0.325 2.115
N 2.439 1.608 1.847
O 2.680 -0.179 3.059
C -0.142 -0.865 1.892
C -0.479 -2.301 1.550
C -0.447 -2.888 0.220
C -0.742 -4.237 0.258
S -1.116 -4.823 1.846
C -0.821 -3.227 2.507
H -5.877 -0.119 -0.875
H -6.964 0.277 0.444
H -5.743 1.440 -0.043
H -5.195 0.138 2.124
H -5.215 -1.341 1.139
H -1.135 1.684 -0.044
H -2.406 -0.220 -1.320
H -1.062 -0.570 -3.259
H 1.716 0.270 -5.626
H 0.215 0.998 -5.004
H 0.401 -0.784 -4.987
H 2.470 0.730 -1.085
H 1.685 -1.261 0.761
H 1.780 2.104 1.245
H 2.884 2.143 2.589
H 0.017 -0.882 2.942
H -0.260 -2.371 -0.724
H -0.827 -4.951 -0.595
H -0.843 -3.013 3.580


Q: Which of them is the least stable? A: 1.


1.
47
Properties=species:S:1:pos:R:3 method="wB97M-V/def2-TZVPD" smiles="O=C(Nc1nc2c(s1)CN(Cc1ccccc1)CC2)C1CCCC1" homo_ev=-8.01
O -3.352 -4.488 -1.112
C -2.602 -3.656 -1.257
N -2.609 -2.811 -0.121
C -1.732 -1.593 0.057
N -0.660 -1.112 -0.788
C -0.241 0.165 -0.172
C -0.747 0.652 1.015
S -1.888 -0.743 1.683
C -0.174 1.575 1.930
N 0.506 2.463 0.908
C 1.033 3.741 1.468
C 1.992 3.507 2.688
C 1.519 3.094 4.072
C 2.396 3.014 5.067
C 3.919 2.753 4.775
C 4.160 3.115 3.544
C 3.256 3.277 2.515
C 1.395 1.730 0.393
C 0.852 0.815 -0.662
C -1.582 -3.191 -2.432
C -1.679 -4.492 -3.182
C -2.177 -3.976 -4.593
C -2.077 -2.368 -4.471
C -2.447 -2.024 -3.319
H -3.184 -2.923 0.662
H -1.125 2.103 2.359
H 0.478 1.201 2.736
H 0.113 4.345 2.034
H 1.403 4.345 0.788
H 0.454 3.265 4.394
H 2.241 2.851 5.902
H 4.495 2.472 5.481
H 5.388 2.638 3.369
H 3.583 3.561 1.462
H 2.226 2.381 -0.298
H 2.087 1.263 0.850
H 1.658 0.140 -1.433
H 0.239 1.451 -1.545
H -0.659 -2.838 -2.022
H -1.921 -5.444 -2.881
H -0.665 -4.484 -3.480
H -1.702 -4.540 -5.634
H -3.221 -4.233 -4.793
H -2.568 -1.875 -5.426
H -0.896 -2.195 -4.715
H -2.110 -0.895 -2.791
H -3.372 -2.036 -3.024


2.
47
Properties=species:S:1:pos:R:3 method="wB97M-V/def2-TZVPD" smiles="OC[C@H]1CCCN(C(=S)Nc2ccc(Nc3ccccc3)cc2)C1" homo_ev=-7.56
O 2.264 -3.935 2.133
C 2.304 -2.620 1.542
C 2.464 -1.478 2.593
C 3.895 -1.486 3.095
C 4.985 -0.738 2.289
C 4.461 0.394 1.446
N 3.115 0.260 0.859
C 2.970 -0.077 -0.533
S 4.365 -0.499 -1.399
N 1.806 -0.278 -1.138
C 0.484 0.311 -1.047
C 0.340 1.509 -0.421
C -0.979 2.022 -0.258
C -2.148 1.366 -0.842
N -3.443 1.859 -0.705
C -4.460 1.444 -1.479
C -5.778 1.576 -0.968
C -6.868 1.212 -1.731
C -6.614 0.834 -3.041
C -5.326 0.637 -3.588
C -4.224 1.140 -2.814
C -1.827 0.199 -1.566
C -0.604 -0.414 -1.648
C 2.108 -0.174 1.866
H 3.002 -4.039 2.672
H 1.392 -2.427 0.987
H 3.173 -2.430 0.815
H 1.886 -1.692 3.489
H 3.758 -1.105 4.113
H 4.227 -2.534 3.280
H 5.739 -0.444 2.979
H 5.324 -1.386 1.467
H 5.168 0.469 0.751
H 4.547 1.415 1.933
H 1.998 -0.481 -2.174
H 1.187 2.163 -0.246
H -1.103 2.825 0.399
H -3.606 2.682 -0.073
H -5.865 1.924 0.069
H -7.893 1.280 -1.353
H -7.513 0.645 -3.748
H -5.245 0.231 -4.635
H -3.282 1.403 -3.370
H -2.673 -0.336 -2.081
H -0.559 -1.446 -2.030
H 1.940 0.587 2.585
H 1.110 -0.365 1.527


Q: Which of them is the least stable? A: 1.


1.
23
Properties=species:S:1:pos:R:3 method="wB97M-V/def2-TZVPD" homo_ev=-9.11
C 1.785 0.369 -1.569
C 0.391 -0.171 -1.859
S 0.195 -1.920 -1.325
N 2.882 -0.265 -2.297
H 1.996 0.271 -0.503
H 1.801 1.436 -1.809
H 0.172 -0.108 -2.929
H -0.347 0.453 -1.352
H 2.783 -0.107 -3.290
H 2.823 -1.271 -2.162
N -0.648 -1.579 1.879
C -0.468 -0.129 1.877
C -1.783 0.553 1.551
N -1.646 2.006 1.628
H 0.041 -2.043 2.453
H -1.330 -1.242 -0.600
H -0.464 -1.904 0.928
H -0.149 0.202 2.885
H 0.312 0.206 1.177
H -2.144 0.208 0.562
H -2.527 0.219 2.277
H -1.119 2.366 0.844
H -2.555 2.450 1.634


2.
23
Properties=species:S:1:pos:R:3 method="wB97M-V/def2-TZVPD" homo_ev=-6.20
C -2.022 -1.150 -0.303
C -1.418 -2.005 0.798
S 0.379 -1.677 1.048
N -1.196 -1.153 -1.556
H -2.248 -0.121 -0.012
H -2.989 -1.597 -0.576
H -1.510 -3.056 0.502
H -1.998 -1.884 1.718
H -1.756 -1.627 -2.250
H -0.418 -1.798 -1.365
C 0.627 2.139 0.466
N 1.437 2.206 1.667
C 1.356 1.515 -0.703
N 0.303 1.114 -1.725
H 0.219 3.118 0.178
H -0.230 1.459 0.625
H 1.072 2.968 2.224
H 1.349 1.321 2.162
H 1.820 0.613 -0.308
H 2.072 2.164 -1.211
H 0.799 1.014 -2.605
H -0.275 0.164 -1.516
H -0.330 1.906 -1.738


Q: Which of them is the least stable? A: 1.


1.
9
Properties=species:S:1:pos:R:3 method="wB97M-V/def2-TZVPD" smiles="FC1C=NN=C1" homo_ev=-10.70
F -0.828 -1.568 -0.740
C -0.132 -0.792 0.154
C -0.861 0.456 0.640
N -0.150 1.499 0.523
N 1.103 1.130 -0.116
C 1.090 -0.123 -0.370
H 0.112 -1.423 1.019
H -1.856 0.466 1.099
H 1.936 -0.583 -0.853


2.
9
Properties=species:S:1:pos:R:3 method="wB97M-V/def2-TZVPD" homo_ev="-7.74 / -8.07"
C -0.636 -0.961 0.163
C -1.851 -0.159 0.078
C -0.473 1.098 -0.085
N 0.236 -0.028 -0.139
N -3.108 -0.484 -0.128
F -4.093 0.498 0.021
H -0.380 -1.964 0.477
H -0.446 1.997 -0.839
H 1.304 -0.149 -0.165


3.
9
Properties=species:S:1:pos:R:3 method="wB97M-V/def2-TZVPD" homo_ev="-8.96 / -8.95"
C 0.141 -0.184 0.918
C -0.115 0.288 -0.435
C -0.079 -2.574 1.152
N -0.137 -1.356 1.319
N -0.421 -0.412 -1.433
F -1.092 -3.379 1.349
H 0.678 0.346 1.598
H 0.164 1.432 -0.588
H -0.614 -1.392 -1.357


Q: Which of them is the least stable? A: 2.